Molecular formula: CH4N2O
Method: DFT, ωB97M-V with the def2-TZVPD basis set

- Orbital gap: 10.38 eV
- Highest occupied orbital energy: -9.8 eV
- Total energy: -6124.5779 eV
- Relative energy (zero: lowest compared OMol25 entry of this formula, charge and spin): 572.1 kJ/mol

ORCA input file:
```
! RIJCOSX wB97M-V def2-TZVPD def2/J DEFGRID3
* xyz 0 1
C -0.32 -0.10 -0.22
N 0.77 -0.95 0.16
N 0.70 0.46 0.50
O -1.53 -0.14 0.20
H -0.37 -0.29 -1.89
H 0.51 -1.47 0.97
H 1.21 1.07 -0.08
H -1.70 -0.46 1.11
*
```